Record 1
{
  "formula": "C3H22KNO11",
  "method": "ωB97M-V/def2-TZVPD",
  "species": ["K", "N", "O", "O", "O", "O", "H", "H", "O", "H", "H", "O", "H", "H", "O", "H", "H", "O", "H", "H", "O", "H", "H", "O", "H", "H", "C", "C", "C", "O", "H", "H", "H", "H", "H", "H", "H", "H"],
  "positions_angstrom": [[-14.9681, -8.4869, 4.0992], [-11.5272, -8.4090, 4.5061], [-10.3537, -8.6672, 4.4016], [-12.1471, -8.8446, 5.4543], [-12.1304, -7.7523, 3.6101], [-14.5666, -9.7530, 6.7946], [-14.5199, -9.9239, 7.7352], [-13.6752, -9.9023, 6.4791], [-8.3599, -10.5030, 5.2035], [-8.1949, -10.1884, 6.0923], [-9.0601, -9.9389, 4.8754], [-11.5897, -11.8187, 4.4320], [-11.5528, -11.0884, 5.0498], [-11.7581, -11.4075, 3.5842], [-9.8859, -7.4736, 7.1738], [-10.7231, -7.9377, 7.1803], [-9.3257, -7.9973, 6.6009], [-11.1964, -6.1647, 1.1102], [-10.6759, -5.5005, 1.5620], [-11.3958, -6.8134, 1.7852], [-8.9203, -5.9381, 3.2136], [-9.0247, -6.8854, 3.3028], [-9.1724, -5.5874, 4.0678], [-12.0498, -10.4476, 2.1104], [-11.4034, -9.7433, 2.0604], [-12.6744, -10.2500, 1.4125], [-7.8042, -9.3797, 1.6787], [-7.9832, -9.6376, 0.1088], [-9.1475, -10.6472, -0.2182], [-8.3461, -8.4167, -0.4803], [-7.0710, -9.9967, 2.1981], [-8.7670, -9.6201, 2.1294], [-7.7026, -8.3198, 1.9122], [-7.0292, -9.8897, -0.3542], [-10.1350, -10.4366, 0.1923], [-8.8157, -11.5910, 0.2147], [-9.3614, -10.7269, -1.2840], [-7.7932, -7.6666, -0.2499]],
  "forces_ev_per_a": [[0.73, -0.05, 0.36], [-0.76, 0.54, -1.77], [2.17, 0.19, -0.75], [-1.88, -0.65, 2.02], [-0.16, 0.00, 0.18], [-0.43, 0.13, -0.34], [-0.13, -0.03, 0.22], [0.54, 0.02, -0.14], [0.43, -0.25, 0.03], [0.10, -0.03, 0.23], [-0.39, 0.12, -0.15], [-0.12, -0.48, 0.48], [0.16, 0.20, 0.22], [-0.08, 0.08, -0.40], [0.16, 0.36, 0.31], [-0.27, -0.19, -0.12], [0.07, -0.12, -0.25], [-0.37, 0.06, -0.56], [0.32, 0.03, 0.23], [0.03, -0.15, 0.45], [0.11, 0.34, -0.28], [-0.17, -0.42, 0.06], [-0.05, 0.06, 0.28], [-0.31, -0.04, -0.10], [0.37, 0.37, 0.05], [-0.10, -0.07, -0.25], [-1.11, -0.81, -0.96], [-0.64, 0.82, 1.40], [1.30, 0.27, 0.30], [-1.12, 0.78, -0.95], [0.14, 0.13, -0.23], [-0.11, -0.19, 0.17], [0.59, 0.01, -0.30], [0.00, -0.88, 0.14], [0.34, 0.55, 0.55], [-0.23, -0.30, -0.30], [0.61, -0.13, -0.11], [0.23, -0.29, 0.29]],
  "mulliken_charge": [0.934, 0.757, -0.288, -0.631, -0.760, -0.603, 0.275, 0.365, -0.661, 0.310, 0.430, -0.656, 0.279, 0.429, -0.644, 0.306, 0.286, -0.648, 0.323, 0.353, -0.681, 0.295, 0.344, -0.662, 0.252, 0.291, -0.731, 0.452, -1.122, -0.558, 0.362, -0.110, 0.298, 0.231, 0.154, 0.335, 0.389, 0.304],
  "orbital_gap_ev": 8.30,
  "e_tot_ev": -43803.2730,
  "charge": 0,
  "homo_energy_ev": -9.53,
  "lumo_energy_ev": -1.2,
  "spin_multiplicity": 1,
  "fmax_ev_per_a": 2.83
}

Record 2
{
  "formula": "C4H8N3",
  "method": "ωB97M-V/def2-TZVPD",
  "species": ["C", "C", "C", "C", "N", "N", "N", "H", "H", "H", "H", "H", "H", "H", "H"],
  "positions_angstrom": [[0.6415, 0.5253, 0.3435], [-1.6793, 0.0836, 0.1434], [-2.2687, -1.0253, -0.3057], [2.5352, -0.0835, -0.3872], [1.0293, -1.8797, 0.1652], [-0.7178, 0.9585, 0.2420], [1.2808, -0.6263, 0.0570], [1.2305, 1.4744, 0.2676], [-0.2101, -2.2195, 0.2322], [-2.3713, -1.8546, 0.3190], [-2.5747, -1.1288, -1.3333], [3.1812, -0.9753, -0.5255], [2.3145, 0.3764, -1.3531], [2.7773, 0.4835, 0.4382], [-1.1106, 1.7006, 0.8955]],
  "forces_ev_per_a": [[-0.69, 3.57, -0.24], [0.36, -1.89, -2.29], [1.49, 3.18, 0.16], [1.94, -3.98, -2.10], [-3.34, -0.82, -0.91], [-3.12, -2.74, 2.93], [-4.14, 0.34, 1.02], [-0.57, -1.39, 0.05], [4.83, 2.09, 0.11], [-0.63, -1.13, 1.21], [-0.21, 0.24, -0.27], [0.11, 0.83, 0.12], [0.65, 0.23, 0.40], [1.75, 1.60, 0.94], [1.59, -0.13, -1.14]],
  "mulliken_charge": [-0.064, 0.411, -0.809, -1.008, -0.862, -0.109, 0.678, 0.234, 0.267, 0.456, 0.294, 0.325, 0.354, 0.459, 0.374],
  "orbital_gap_ev": [7.50, 7.50],
  "relative_energy_kj_mol": 865.8,
  "e_tot_ev": -8733.8085,
  "charge": 1,
  "homo_energy_ev": [-12.77, -12.77],
  "lumo_energy_ev": [-5.3, -5.3],
  "spin_multiplicity": 1,
  "fmax_ev_per_a": 5.26
}

Record 3
{
  "formula": "C4H6O2",
  "method": "ωB97M-V/def2-TZVPD",
  "species": ["O", "C", "C", "C", "C", "O", "H", "H", "H", "H", "H", "H"],
  "positions_angstrom": [[2.5210, -0.0601, -0.3876], [1.3823, -0.4672, -0.8331], [-0.9096, -0.7851, 0.8585], [-1.0092, 0.2214, -0.2915], [0.3851, 0.6525, -0.6263], [0.7899, 1.7928, -0.7112], [2.4591, 0.8908, -0.1002], [-0.0781, -1.5040, 0.6578], [-1.8072, -1.3802, 0.9562], [-0.7196, -0.2837, 1.8122], [-1.6162, 1.0879, -0.0230], [-1.4516, -0.2247, -1.1882]],
  "forces_ev_per_a": [[0.04, -0.02, -0.04], [0.52, -0.36, -0.13], [0.62, -0.47, -0.13], [-0.09, 0.25, 0.00], [-0.44, 0.25, 0.27], [-0.11, 0.24, -0.03], [0.03, -0.08, -0.05], [-0.54, 0.44, 0.22], [-0.25, -0.05, 0.03], [0.03, -0.06, -0.16], [0.09, -0.01, -0.07], [0.10, -0.13, 0.11]],
  "mulliken_charge": [-0.221, -0.486, -1.114, -0.305, 0.874, -0.605, 0.310, 0.371, 0.321, 0.298, 0.276, 0.280],
  "orbital_gap_ev": 8.54,
  "relative_energy_kj_mol": 306.0,
  "e_tot_ev": -8337.2899,
  "charge": 0,
  "homo_energy_ev": -8.96,
  "lumo_energy_ev": -0.4,
  "spin_multiplicity": 1,
  "fmax_ev_per_a": 0.79
}